Run A
Density functional theory data (wB97M-V/def2-TZVPD) for 3 unconnected molecules or ions with the total composition C3H9NO4.

Properties
Frontier orbital gap, eV: 10.747
Spin multiplicity: 1
SMILES string: O=CCNC=O.O.O
Lowest unoccupied orbital energy, eV: 0.55

Last column: Löwdin charge in e.
CARTESIAN COORDINATES (ANGSTROEM)
1 C -0.30431 1.20074 1.42053  -0.322
2 N -0.73972 2.07423 0.41035  0.034
3 C -1.09869 1.79205 -0.99704  -0.133
4 C -0.70370 2.96834 -1.85392  -0.263
5 O -0.47516 4.09054 -1.43367  0.013
6 O -0.35323 -0.00831 1.40718  0.016
7 H 0.12435 1.73745 2.35654  0.153
8 H -0.89749 2.97541 0.69031  0.077
9 H -2.30005 1.83166 -1.20575  0.177
10 H -0.72813 0.78807 -1.45409  0.127
11 H -0.71778 3.09854 -3.00660  0.145
12 H 2.72249 -6.42162 2.95488  0.039
13 H 2.25602 -6.14306 1.51177  0.011
14 O 2.60754 -5.73644 2.28291  -0.049
15 H 0.48341 -0.74815 -1.33708  0.018
16 H 0.09158 -1.86588 -0.36193  0.094
17 O 0.03286 -1.63357 -1.38439  -0.137


Run B
Density functional theory data (wB97M-V/def2-TZVPD) for 2 unconnected molecules or ions with the total composition C3H9NO4.

Properties
Frontier orbital gap, eV: 10.420
Spin multiplicity: 1
SMILES string: N[C@@H](CO)C(=O)O.O
Lowest unoccupied orbital energy, eV: 0.67

Last column: Löwdin charge in e.
CARTESIAN COORDINATES (ANGSTROEM)
1 O -2.50596 1.68845 0.20175  0.114
2 C -1.37278 1.38600 0.44155  -0.485
3 O -0.40516 2.32102 0.63279  0.084
4 C -0.80438 -0.02880 0.53030  -0.265
5 C 0.60995 -0.11441 1.07054  -0.161
6 O 0.69154 -1.24084 2.01423  -0.082
7 N -0.98867 -0.49241 -0.87171  0.069
8 H -0.72567 3.23103 0.45612  0.140
9 H -1.39634 -0.66375 1.18739  0.146
10 H 0.99422 0.77528 1.53394  0.111
11 H 1.35120 -0.50248 0.35852  0.123
12 H 0.43065 -0.89695 2.86486  0.069
13 H -0.31579 -1.23347 -1.02599  0.066
14 H -1.92518 -0.81440 -1.02631  0.075
15 H 2.75258 -1.40878 -3.11678  0.019
16 H 1.34778 -1.07013 -2.79480  0.043
17 O 2.26200 -0.93536 -2.45639  -0.065


Stability check: which of them is most stable? run B.


Run A
Density functional theory data (wB97M-V/def2-TZVPD) for 2 unconnected molecules or ions with the total composition C3H9NO4.

Properties
Frontier orbital gap, eV: 10.344
Spin multiplicity: 1
SMILES string: N[C@@H](CO)C(=O)O.O
Lowest unoccupied orbital energy, eV: 0.54

Last column: Löwdin charge in e.
CARTESIAN COORDINATES (ANGSTROEM)
1 O 2.21933 1.16526 1.53113  0.109
2 C 1.69598 0.15204 1.15015  -0.473
3 O 2.42755 -0.93651 0.83326  0.107
4 C 0.17359 -0.02892 1.00973  -0.291
5 C -0.20997 -1.33978 0.33326  -0.194
6 O -1.53055 -1.71454 0.77386  -0.065
7 N -0.30094 1.13473 0.29057  0.066
8 H 3.35518 -0.68492 0.95277  0.132
9 H -0.14351 -0.04024 2.05867  0.158
10 H 0.46035 -2.13041 0.57181  0.105
11 H -0.25128 -1.12552 -0.73488  0.123
12 H -1.52726 -2.65035 0.97082  0.076
13 H -1.24488 1.38898 0.53970  0.085
14 H 0.31904 1.92487 0.38140  0.074
15 H -1.36604 1.44437 -2.91969  0.020
16 H -2.50025 1.62720 -3.95834  0.028
17 O -1.57631 1.81374 -3.78423  -0.061


Run B
Density functional theory data (wB97M-V/def2-TZVPD) for 2 unconnected molecules or ions with the total composition C3H9NO4.

Properties
Frontier orbital gap, eV: 10.473
Spin multiplicity: 1
SMILES string: N[C@@H](CO)C(=O)O.O
Lowest unoccupied orbital energy, eV: 0.49

Last column: Löwdin charge in e.
CARTESIAN COORDINATES (ANGSTROEM)
1 O -2.16915 1.48248 1.01864  0.144
2 C -1.32959 0.68841 0.71684  -0.464
3 O -1.70183 -0.48540 0.06667  0.060
4 C 0.10280 0.55939 1.20084  -0.277
5 C 0.90199 1.07360 -0.03852  -0.181
6 O 0.41479 0.70206 -1.31718  -0.044
7 N 0.50016 -0.78642 1.57114  0.065
8 H -2.55828 -0.21698 -0.30058  0.132
9 H 0.31452 1.17221 2.06940  0.153
10 H 1.97433 0.92994 0.12270  0.126
11 H 0.72587 2.15656 -0.07109  0.127
12 H -0.11047 -0.05951 -1.24330  0.007
13 H 0.35403 -1.45845 0.82797  0.074
14 H 0.00930 -1.14397 2.37549  0.085
15 H 0.46950 -1.56285 -1.65150  -0.010
16 H 1.26763 -1.15051 -2.87962  0.040
17 O 0.83441 -1.90057 -2.46789  -0.038


Run C
Density functional theory data (wB97M-V/def2-TZVPD) for 2 unconnected molecules or ions with the total composition C3H9NO4.

Properties
Frontier orbital gap, eV: 10.375
Spin multiplicity: 1
SMILES string: N[C@@H](CO)C(=O)O.O
Lowest unoccupied orbital energy, eV: 0.54

Last column: Löwdin charge in e.
CARTESIAN COORDINATES (ANGSTROEM)
1 O -0.94719 -1.99675 1.93347  0.107
2 C -0.50230 -0.89363 1.76180  -0.476
3 O -0.99108 0.15303 2.46402  0.092
4 C 0.57309 -0.50729 0.71955  -0.288
5 C 0.72782 1.01274 0.66006  -0.204
6 O 2.06882 1.33304 0.26759  -0.079
7 N 0.12741 -1.12326 -0.51321  0.066
8 H -1.69854 -0.19270 3.02861  0.132
9 H 1.46119 -1.00143 1.17562  0.165
10 H 0.58309 1.52699 1.64171  0.131
11 H 0.05095 1.33281 -0.14535  0.124
12 H 2.37578 2.05001 0.83767  0.083
13 H 0.88505 -1.37391 -1.12463  0.082
14 H -0.50821 -1.89351 -0.36870  0.076
15 H -1.28609 0.32297 -3.34209  0.017
16 H -1.15798 0.78956 -4.83322  0.031
17 O -1.76182 0.46133 -4.16292  -0.059


Stability check: which of them is most stable? run A.


Run A
Density functional theory data (wB97M-V/def2-TZVPD) for 2 unconnected molecules or ions with the total composition C3H10OS2.

Properties
Frontier orbital gap, eV: 8.749
Spin multiplicity: 1
SMILES string: CCO.CSS
Lowest unoccupied orbital energy, eV: -0.37

Last column: Löwdin charge in e.
CARTESIAN COORDINATES (ANGSTROEM)
1 C -1.48232 -1.20556 1.73850  -0.504
2 S -1.19437 -1.09852 -0.01931  0.423
3 S -1.17210 -3.13397 -0.45299  0.277
4 H -2.23398 -1.94408 1.99513  0.024
5 H -0.55256 -1.47611 2.26262  0.042
6 H -1.89208 -0.27599 2.15626  0.043
7 H -1.95969 -3.96905 -1.24896  -0.161
8 C 1.44653 1.36742 -1.27543  -0.333
9 O 0.23625 1.10429 -1.96554  -0.109
10 C 1.22391 1.84113 0.16100  -0.088
11 H 2.02904 2.13000 -1.82811  0.113
12 H 2.08622 0.47577 -1.31699  0.110
13 H -0.08647 0.24101 -1.68167  -0.021
14 H 0.69258 2.79767 0.21291  0.077
15 H 2.18927 2.09424 0.61223  0.074
16 H 0.66978 1.05175 0.65032  0.033


Run B
Density functional theory data (wB97M-V/def2-TZVPD) for 2 unconnected molecules or ions with the total composition C3H10OS2.

Properties
Frontier orbital gap, eV: 9.647
Spin multiplicity: 1
SMILES string: CCCSS.O
Lowest unoccupied orbital energy, eV: 0.46

Last column: Löwdin charge in e.
CARTESIAN COORDINATES (ANGSTROEM)
1 C 0.93554 -0.18426 0.22653  -0.300
2 C 2.22561 0.61989 -0.05543  -0.111
3 C 0.16824 -0.44651 -1.09100  -0.578
4 S -0.64296 -2.05956 -1.25330  0.389
5 S -2.48223 -1.92449 -0.50964  0.277
6 H 1.05810 -1.14572 0.71797  0.086
7 H 0.39201 0.47741 0.90710  0.090
8 H 3.13687 0.02474 -0.09902  0.070
9 H 2.43859 1.44882 0.62132  0.066
10 H 2.02371 1.13401 -0.99998  0.065
11 H -0.51332 0.37057 -1.33199  0.070
12 H 0.90818 -0.46069 -1.89591  0.060
13 H -2.18851 -2.30080 0.77210  -0.175
14 H -2.97277 0.95364 1.65295  0.050
15 H -2.20905 1.84081 0.70971  0.003
16 O -2.27800 1.65214 1.62858  -0.063


Run C
Density functional theory data (wB97M-V/def2-TZVPD) for 2 unconnected molecules or ions with the total composition C3H10OS2.

Properties
Frontier orbital gap, eV: 7.774
Spin multiplicity: 1
SMILES string: CCSSC.O
Lowest unoccupied orbital energy, eV: -1.28

Last column: Löwdin charge in e.
CARTESIAN COORDINATES (ANGSTROEM)
1 C -1.32440 0.21478 0.80105  -0.191
2 C -0.45082 -0.97527 1.26930  -0.685
3 S 0.24183 -1.91587 -0.12097  0.578
4 S 1.29655 0.12898 -1.13577  0.570
5 C 1.94371 0.71448 0.37844  -0.592
6 H -2.35235 0.13078 1.08527  0.056
7 H -0.95553 1.04146 1.46792  0.082
8 H -1.17510 0.49028 -0.23722  0.015
9 H -1.17919 -1.71333 1.72242  0.076
10 H 0.17299 -0.64854 2.11581  0.061
11 H 2.02238 -0.18132 1.10929  0.047
12 H 1.68488 1.69531 0.84073  0.059
13 H 3.06331 0.62775 0.37813  0.036
14 H -0.38619 0.45983 -3.02044  -0.047
15 H -1.36753 -0.48079 -3.13693  0.034
16 O -1.23454 0.41146 -3.51702  -0.099


Stability check: which of them is most stable? run B.